1.
{"formula": "C26H24IrN2O7PS4", "method": "ωB97M-V with the def2-TZVPD basis set", "elements": ["Ir", "C", "C", "O", "N", "C", "C", "C", "C", "C", "C", "N", "H", "H", "H", "H", "H", "H", "H", "H", "H", "H", "O", "S", "O", "O", "C", "C", "C", "C", "C", "C", "S", "O", "O", "O", "H", "H", "H", "H", "S", "P", "S", "C", "C", "C", "C", "C", "C", "C", "C", "C", "C", "C", "C", "H", "H", "H", "H", "H", "H", "H", "H", "H", "H"], "coordinates": [[-0.26468, -1.08440, 0.04683], [-3.94065, -1.09019, 2.29197], [-2.67317, -1.75083, 1.86876], [-1.70930, -1.03741, 1.55240], [-2.61303, -3.09180, 1.84987], [-1.42883, -3.79544, 1.37256], [-1.40785, -3.80163, -0.13245], [-1.40262, -4.96701, -0.86140], [-1.43809, -4.90723, -2.24728], [-1.53732, -3.67570, -2.85854], [-1.51392, -2.54474, -2.06653], [-1.43150, -2.58383, -0.72401], [-3.73152, -0.44045, 3.14116], [-4.72067, -1.80498, 2.54949], [-4.25962, -0.43235, 1.48174], [-3.48539, -3.58926, 1.92032], [-1.43888, -4.80513, 1.77507], [-0.53584, -3.29609, 1.74595], [-1.35264, -5.91341, -0.34105], [-1.39260, -5.81393, -2.83599], [-1.59792, -3.57087, -3.93145], [-1.56738, -1.55502, -2.49905], [2.06885, -3.73203, -1.84934], [1.80676, -2.58454, -1.04259], [1.16528, -2.87752, 0.26016], [0.88453, -1.53977, -1.64851], [3.36152, -1.77290, -0.75032], [4.46659, -2.44850, -1.24807], [5.73526, -1.89393, -1.14841], [5.89589, -0.64923, -0.57728], [4.79677, 0.02968, -0.06524], [3.52678, -0.51905, -0.13006], [2.24395, 0.40772, 0.71386], [1.57835, -0.56104, 1.59246], [2.91456, 1.49399, 1.36568], [1.24705, 0.78647, -0.30535], [4.32108, -3.40578, -1.72634], [6.58982, -2.44128, -1.52395], [6.87801, -0.19863, -0.51565], [4.91100, 0.99319, 0.40983], [-3.75295, 2.40263, 1.05506], [-1.97186, 2.24881, 0.27683], [-1.69258, 0.44435, -0.81046], [-1.68255, 3.42719, -1.07585], [-0.46206, 3.43893, -1.75418], [-0.24381, 4.36240, -2.76144], [-1.24471, 5.26436, -3.11147], [-2.46189, 5.24048, -2.45094], [-2.68076, 4.32455, -1.42766], [-0.67454, 2.55955, 1.49623], [0.11202, 3.70654, 1.42073], [1.01315, 4.00116, 2.43270], [1.14757, 3.14935, 3.51658], [0.35855, 2.01146, 3.60204], [-0.55942, 1.72545, 2.60636], [0.30616, 2.71917, -1.49488], [0.70724, 4.37897, -3.27845], [-1.07321, 5.98172, -3.90472], [-3.24491, 5.93523, -2.72735], [-3.62152, 4.29897, -0.89235], [0.02217, 4.37957, 0.57983], [1.61740, 4.89650, 2.36435], [1.86754, 3.37089, 4.29391], [0.46571, 1.33663, 4.44162], [-1.19936, 0.85995, 2.69422]], "atomic_forces_ev_per_a": [[-1.2, -1.3, -0.9], [0.0, -0.1, 0.0], [0.1, -0.1, -0.1], [0.4, 0.4, 0.9], [0.1, 0.2, -0.1], [0.0, 0.1, 0.0], [-0.1, 0.2, 0.3], [-0.1, -0.1, 0.0], [0.0, -0.1, 0.0], [-0.1, 0.0, 0.1], [-0.5, 0.3, 0.1], [0.9, -0.5, -0.6], [0.0, 0.0, 0.0], [0.0, 0.0, 0.0], [0.0, 0.0, 0.0], [0.0, -0.1, 0.1], [0.0, 0.0, -0.1], [-0.1, 0.0, 0.1], [0.0, 0.0, 0.0], [0.0, 0.0, 0.0], [0.0, 0.0, 0.0], [0.1, 0.0, 0.0], [-0.2, 0.1, -0.3], [-0.1, 0.4, 0.6], [0.2, 0.0, 0.1], [0.6, 0.0, 0.2], [0.1, 0.2, -0.1], [0.0, 0.0, 0.0], [0.0, -0.1, 0.0], [0.0, 0.1, 0.0], [0.0, -0.1, 0.0], [0.0, -0.2, 0.0], [-0.4, 0.1, 0.2], [0.2, -0.1, 0.3], [0.1, 0.1, -0.1], [0.2, 0.1, 0.0], [0.0, 0.0, 0.0], [0.0, 0.0, 0.0], [0.0, 0.0, 0.0], [0.0, 0.0, 0.0], [-0.1, -0.1, 0.1], [0.1, -0.2, -0.2], [-0.3, 0.4, -0.5], [0.0, 0.1, 0.0], [0.0, -0.1, 0.0], [0.0, 0.0, 0.0], [0.0, 0.0, 0.0], [0.0, 0.0, 0.0], [0.0, 0.0, 0.0], [0.1, 0.0, 0.1], [0.0, 0.0, 0.0], [0.0, 0.0, 0.0], [0.0, 0.0, 0.0], [0.0, 0.0, 0.0], [0.0, 0.0, 0.0], [0.0, 0.0, 0.0], [0.0, 0.0, 0.0], [0.0, 0.0, 0.0], [0.0, 0.0, 0.0], [0.0, 0.0, 0.0], [0.0, 0.0, 0.0], [0.0, 0.0, 0.0], [0.0, 0.0, 0.0], [0.0, 0.0, 0.0], [0.0, 0.0, 0.0]], "nbo_charge": [1.183, -0.710, 0.737, -0.633, -0.575, -0.280, 0.261, -0.254, -0.102, -0.249, 0.110, -0.427, 0.267, 0.212, 0.291, 0.411, 0.228, 0.270, 0.232, 0.231, 0.240, 0.245, -0.927, 2.382, -0.982, -0.912, -0.260, -0.192, -0.209, -0.184, -0.177, -0.336, 2.415, -1.008, -0.952, -1.001, 0.247, 0.220, 0.220, 0.257, -0.615, 1.162, -0.372, -0.321, -0.208, -0.212, -0.199, -0.220, -0.210, -0.322, -0.206, -0.202, -0.180, -0.193, -0.208, 0.250, 0.214, 0.211, 0.214, 0.243, 0.224, 0.213, 0.212, 0.212, 0.225], "charge": 0, "total_energy_ha": -3679.86971, "homo_ha": -0.2808, "e_above_lowest_kcal_mol": 50.6, "e_lumo_ev": -0.859, "molar_mass_g_mol": 827.94}



2.
{"formula": "C34H61BaBrN2O6S3Sb2Se4Si3", "method": "ωB97M-V with the def2-TZVPD basis set", "elements": ["Ba", "C", "C", "S", "C", "C", "S", "C", "C", "S", "H", "H", "H", "H", "H", "H", "H", "H", "H", "H", "H", "H", "C", "O", "C", "C", "C", "Br", "C", "C", "C", "O", "C", "N", "C", "C", "C", "C", "C", "C", "N", "H", "H", "H", "H", "H", "H", "H", "H", "H", "H", "H", "C", "C", "C", "O", "C", "O", "O", "H", "H", "H", "H", "H", "H", "H", "C", "O", "H", "H", "H", "H", "C", "Si", "C", "C", "Sb", "Si", "C", "C", "C", "Si", "C", "C", "C", "H", "H", "H", "H", "H", "H", "H", "H", "H", "H", "H", "H", "H", "H", "H", "H", "H", "H", "H", "H", "H", "H", "H", "H", "H", "H", "H", "Se", "Sb", "Se", "Se", "Se"], "coordinates": [[-2.38469, -1.63140, 2.16673], [-3.18090, 2.07844, 4.25218], [-4.45277, 1.25069, 4.14163], [-5.06575, 1.13778, 2.49873], [-4.75883, 2.76773, 1.74144], [-4.12729, 2.67965, 0.38060], [-2.73723, 1.60241, 0.16201], [-1.30521, 2.46234, 0.86449], [-1.41184, 2.86031, 2.33676], [-1.63311, 1.52986, 3.57278], [-2.93626, 2.29203, 5.35202], [-3.36468, 3.13632, 4.01111], [-5.17206, 1.69082, 4.82836], [-4.37652, 0.19038, 4.47418], [-4.22253, 3.42559, 2.39766], [-5.73417, 3.23850, 1.55210], [-3.86785, 3.66853, -0.08506], [-4.79374, 2.34766, -0.37938], [-1.07167, 3.37351, 0.25243], [-0.40473, 1.74418, 0.77391], [-2.28181, 3.53703, 2.56978], [-0.61283, 3.56710, 2.67694], [-5.55962, -3.20384, 0.58561], [-4.79084, -1.94533, 0.44569], [-4.98215, -1.21145, -0.66737], [-5.97319, -0.26760, -0.68532], [-6.09195, 0.57083, -1.81118], [-7.40874, 1.92265, -1.72290], [-5.29351, 0.42475, -2.94045], [-4.32039, -0.57784, -2.91458], [-4.07895, -1.35347, -1.77442], [-3.15957, -2.30801, -1.69033], [-3.54112, -0.69256, -4.17525], [-3.84318, -1.37567, -5.27823], [-2.88975, -0.91718, -6.18019], [-2.85177, -1.07873, -7.56527], [-1.82861, -0.53932, -8.30059], [-0.81104, 0.26396, -7.66887], [-0.81571, 0.43671, -6.28836], [-1.91472, -0.15942, -5.55690], [-2.33724, 0.01360, -4.22290], [-5.44191, -3.70941, -0.35206], [-6.65383, -2.97967, 0.65121], [-5.14447, -3.79194, 1.44526], [-6.75294, -0.33259, 0.13206], [-5.49867, 0.86361, -3.90685], [-2.21289, -2.22082, -1.93862], [-3.71712, -1.57957, -7.98776], [-1.72779, -0.57756, -9.42472], [-0.02133, 0.71959, -8.26378], [-0.08826, 1.13976, -5.79417], [-1.89621, 0.67704, -3.53983], [1.17395, -1.02119, -2.96493], [0.71046, -1.90457, -1.83113], [1.80963, -2.85155, -1.36688], [-0.44362, -2.71627, -2.12154], [0.40516, -1.10331, -0.55133], [1.32219, -0.35532, -0.12324], [-0.76161, -1.28374, -0.07780], [1.65273, -1.59179, -3.78541], [1.79970, -0.28516, -2.50279], [0.25831, -0.56950, -3.31636], [2.16451, -3.44421, -2.24462], [1.53563, -3.46412, -0.49314], [2.73603, -2.35260, -1.03371], [-0.59693, -3.20152, -1.23361], [-1.98013, -5.12117, -1.59466], [-1.20039, -4.68766, -0.45841], [-1.37005, -4.87569, -2.48903], [-2.81479, -4.42062, -1.66767], [-2.22319, -6.16964, -1.76426], [-1.78894, -4.97949, 0.31114], [4.66417, -0.00003, -0.96984], [4.24625, 1.74448, -0.62401], [5.75361, 2.74612, -1.16347], [2.79851, 2.51691, -1.50659], [4.04666, 2.34718, 1.97479], [3.10380, 0.24482, 3.15217], [1.24742, 0.44403, 3.10145], [3.63914, -1.35320, 2.38559], [3.72109, 0.23238, 4.84984], [6.62017, 2.22362, 2.38500], [7.70804, 3.59194, 1.71619], [6.77343, 2.46628, 4.22865], [7.58111, 0.62947, 1.80867], [5.61503, 0.01617, -1.58519], [3.93367, -0.62541, -1.45470], [4.94691, -0.47746, -0.04675], [5.53742, 3.02509, -2.20034], [6.64890, 2.09221, -1.02719], [5.88658, 3.59631, -0.54927], [2.76008, 2.44744, -2.55991], [2.99602, 3.62263, -1.23850], [1.85820, 2.18988, -1.13601], [0.91651, 0.41142, 2.09794], [1.05189, 1.34655, 3.66999], [0.72781, -0.38531, 3.54710], [3.40103, -2.22815, 2.95477], [4.76001, -1.36871, 2.28869], [3.16259, -1.54865, 1.44583], [3.82848, 1.09372, 5.45980], [4.78695, -0.10961, 4.75897], [3.08677, -0.57039, 5.33094], [7.78758, 3.56724, 0.64563], [8.71836, 3.33662, 2.03252], [7.34812, 4.56577, 2.03057], [7.00245, 3.48741, 4.48813], [7.60275, 1.93798, 4.63890], [5.91415, 2.06127, 4.76606], [6.93780, 0.08507, 1.19140], [7.71782, -0.08814, 2.61615], [8.53004, 0.82059, 1.30320], [-3.56930, -5.36660, 6.66127], [-3.29985, -3.77156, 4.86217], [-1.47752, -2.05844, 4.98648], [-5.32689, -2.75289, 4.05757], [-2.53841, -4.94695, 2.78439]], "atomic_forces_ev_per_a": [[-0.4, -0.1, -1.1], [0.0, 1.0, 3.1], [0.6, -0.1, 1.0], [-0.5, -0.3, -1.3], [-1.3, 0.1, -0.2], [1.2, 1.4, -0.9], [1.1, -1.0, -0.2], [1.4, 0.0, 0.0], [-0.7, 1.7, 0.9], [0.2, 0.0, -0.8], [-0.5, -1.0, -1.0], [0.0, -0.5, -0.5], [-0.2, 0.2, 0.0], [0.3, 0.5, -0.2], [0.2, 0.1, 0.2], [0.1, 0.0, 0.3], [-0.1, -0.3, 1.0], [-0.9, -0.8, -0.3], [-0.2, -0.7, 0.5], [-1.5, 0.9, -0.2], [0.7, -0.7, -0.9], [0.1, -1.0, -0.6], [-0.2, 0.6, -0.1], [0.0, -1.1, 1.0], [0.9, -0.2, -0.8], [-1.4, 0.1, -0.2], [0.0, -0.4, 0.2], [-0.3, 0.2, -0.2], [-0.6, -0.9, 0.9], [0.1, -0.2, -0.2], [-0.4, 0.5, 0.1], [-0.3, -0.8, 0.4], [0.8, -0.7, 0.7], [0.2, 2.1, 1.2], [0.5, -0.5, 0.0], [-0.6, -0.5, -0.3], [1.4, 1.3, -1.0], [-0.6, -0.9, 0.6], [-0.8, 0.4, 0.7], [1.7, 1.8, 0.1], [0.2, -0.1, -1.4], [0.3, -0.7, -0.5], [0.9, 0.0, 0.5], [-0.5, 0.8, -0.7], [1.2, 0.6, -0.9], [0.0, 0.6, 0.3], [0.1, 0.7, -0.3], [0.3, -0.1, -0.3], [-0.6, -0.3, 1.4], [-0.2, -0.1, 0.1], [-0.8, -1.0, -0.5], [-1.1, -1.3, -0.8], [-1.0, -1.0, -0.1], [0.2, -1.2, 1.5], [1.7, -0.6, -0.6], [0.4, -0.1, 0.7], [-0.4, 1.2, 0.1], [-0.8, -0.3, -0.1], [0.7, 0.4, 0.6], [-0.2, 0.4, 0.5], [0.6, 0.5, -0.1], [-0.1, 0.5, -0.6], [-0.6, -0.2, 0.7], [-0.3, -0.1, -0.6], [-0.5, 0.3, -0.1], [0.0, 0.6, -1.6], [1.0, 1.7, -1.6], [-1.7, -2.0, 0.8], [-0.2, -0.1, 0.5], [-0.4, -0.8, 0.0], [-0.1, -0.2, 1.0], [1.4, 1.0, -0.6], [1.6, -0.5, -0.8], [-0.2, 0.8, 1.0], [0.0, -1.5, -0.2], [1.0, 1.9, 1.3], [0.4, 0.0, -1.0], [-0.8, 0.2, -1.3], [1.2, -0.1, 0.7], [1.6, 0.0, -0.1], [1.1, -1.8, 0.8], [0.3, -0.8, -0.2], [-0.3, -0.3, -0.3], [-0.3, -0.5, 0.3], [-0.2, 0.9, 1.3], [-1.0, -0.1, 0.4], [-0.4, 0.0, -0.1], [0.0, -0.3, 0.4], [0.6, 0.0, 0.0], [-0.5, 0.6, -0.5], [0.1, 1.1, 0.4], [0.3, -0.2, -1.3], [-0.7, -1.4, -0.4], [-0.9, -0.2, 0.6], [-0.3, 0.6, -1.3], [-0.5, 0.2, -0.2], [-0.1, -0.5, 0.8], [-0.3, -0.4, 0.9], [-0.9, 0.0, -0.2], [-0.1, 0.3, -0.8], [-0.6, 0.9, 0.5], [-0.8, -0.2, 0.2], [0.9, 0.8, 0.0], [-0.2, 0.1, -0.7], [0.1, 0.3, 0.5], [0.3, 0.2, 0.1], [-0.5, 0.6, 0.1], [0.9, -0.7, 0.1], [-0.1, 0.4, 0.1], [-0.9, -0.8, -1.6], [0.4, 0.2, 0.4], [-0.1, 0.1, 0.1], [0.1, 0.2, 0.2], [0.6, -1.0, -0.1], [0.2, 0.3, 1.0], [-0.5, 1.0, -0.1], [0.1, 0.1, -0.4]], "lowdin_charge": [1.106, -0.582, -0.565, 0.846, -0.501, -0.567, 0.834, -0.517, -0.514, 0.814, 0.098, 0.054, 0.076, 0.032, 0.038, 0.075, 0.103, 0.002, 0.084, 0.084, 0.051, 0.087, -0.055, -0.252, -0.273, -0.071, -0.697, 0.718, -0.073, -0.091, -0.184, 0.061, -0.258, 0.191, -0.266, -0.048, -0.112, -0.118, -0.027, -0.184, 0.179, 0.076, 0.099, 0.008, 0.145, 0.116, 0.094, 0.107, 0.106, 0.087, 0.115, 0.187, 0.006, -0.523, -0.019, -0.085, -0.604, -0.034, -0.199, 0.100, 0.058, 0.060, 0.097, 0.105, 0.064, 0.080, -0.144, -0.186, 0.080, 0.063, 0.078, -0.012, -0.216, 0.289, -0.252, -0.236, 0.788, 0.230, -0.262, -0.208, -0.250, 0.284, -0.248, -0.255, -0.202, 0.051, 0.000, -0.007, 0.030, 0.035, -0.019, 0.004, 0.056, -0.008, -0.018, 0.005, -0.010, 0.029, 0.039, 0.003, 0.006, 0.040, 0.069, -0.007, 0.029, 0.026, 0.020, 0.012, -0.005, -0.041, 0.019, 0.024, -0.310, -0.443, -0.341, -0.198, -0.254], "charge": -2, "total_energy_ha": -16642.17026, "homo_ha": -0.0660, "e_lumo_ev": 3.122, "molar_mass_g_mol": 1550.92}